Density functional theory data (ωB97M-V with the def2-TZVPD basis set) for a 9-piece molecular cluster, C42H99N3O9 overall in a non-equilibrium geometry.

Computed properties:
expectation value of S² = 0.750
molar mass = 790.266 g mol⁻¹
multiplicity = 2
total charge = -1
HOMO energy (alpha / beta) = 0.601 / -5.868 eV
LUMO level (alpha / beta) = 2.12 / 2.12 eV
maximum force = 3.36 eV Å⁻¹
frontier orbital gap (alpha / beta) = 1.517 / 7.991 eV

Last columns: bonded neighbours and bond lengths (Å).
CARTESIAN COORDINATES (ANGSTROEM)
1 C -7.9241 -8.2042 3.2783  C2 1.545, H12 1.090, H13 1.090, H14 1.090
2 C -8.5936 -8.9263 4.4694  C1 1.545, C3 1.618, N7 1.523, C11 1.508
3 C -9.9250 -8.1017 4.8754  C2 1.618, C4 1.446, H15 1.090, H16 1.090
4 C -10.9091 -8.7549 5.7103  C3 1.446, C5 1.555, H17 1.090, H18 1.090
5 C -11.2687 -10.0691 4.9608  C4 1.555, C6 1.542, H19 1.090, H20 1.090
6 C -10.1150 -10.9956 4.5274  C5 1.542, N7 1.474, C9 1.559, C10 1.552
7 N -8.9920 -10.2797 3.8963  C2 1.523, C6 1.474, O8 1.378
8 O -7.9538 -11.1395 3.6125  N7 1.378, H30 0.960
9 C -9.8105 -11.9646 5.7102  C6 1.559, H21 1.090, H22 1.090, H23 1.090
10 C -10.7570 -11.7874 3.3578  C6 1.552, H24 1.090, H25 1.090, H26 1.090
11 C -7.7148 -9.0497 5.6883  C2 1.508, H27 1.090, H28 1.090, H29 1.090
12 H -7.7060 -7.1986 3.6378  C1 1.090
13 H -8.4241 -8.1435 2.3116  C1 1.090
14 H -6.9480 -8.6639 3.1231  C1 1.090
15 H -9.6116 -7.2168 5.4292  C3 1.090
16 H -10.4325 -7.7452 3.9790  C3 1.090
17 H -11.7045 -8.0705 6.0055  C4 1.090
18 H -10.5743 -9.0955 6.6901  C4 1.090
19 H -11.8117 -9.6306 4.1237  C5 1.090
20 H -11.9965 -10.6201 5.5565  C5 1.090
21 H -10.0808 -11.7120 6.7355  C9 1.090
22 H -10.3551 -12.8846 5.4980  C9 1.090
23 H -8.7425 -12.1487 5.5942  C9 1.090
24 H -11.0812 -11.1064 2.5708  C10 1.090
25 H -10.1882 -12.5319 2.8007  C10 1.090
26 H -11.6704 -12.2924 3.6718  C10 1.090
27 H -7.5313 -8.0861 6.1636  C11 1.090
28 H -6.7806 -9.5636 5.4618  C11 1.090
29 H -8.1177 -9.6227 6.5235  C11 1.090
30 H -8.0256 -11.3886 2.6881  O8 0.960
31 C -3.8141 -11.5421 7.7208  C32 1.588, H42 1.090, H43 1.090, H44 1.090
32 C -4.1434 -12.9515 7.0674  C31 1.588, C33 1.544, N37 1.460, C41 1.559
33 C -3.0261 -13.2191 6.0362  C32 1.544, C34 1.551, H45 1.090, H46 1.090
34 C -1.6697 -13.6652 6.6413  C33 1.551, C35 1.552, H47 1.090, H48 1.090
35 C -1.8852 -14.7919 7.6862  C34 1.552, C36 1.589, H49 1.090, H50 1.090
36 C -2.9734 -14.4821 8.8019  C35 1.589, N37 1.439, C39 1.532, C40 1.559
37 N -4.1327 -13.9260 8.1551  C32 1.460, C36 1.439, O38 1.385
38 O -5.2352 -13.8098 8.9855  N37 1.385, H60 0.960
39 C -3.2505 -15.8368 9.4617  C36 1.532, H51 1.090, H52 1.090, H53 1.090
40 C -2.3440 -13.6060 9.9279  C36 1.559, H54 1.090, H55 1.090, H56 1.090
41 C -5.4885 -12.9985 6.2812  C32 1.559, H57 1.090, H58 1.090, H59 1.090
42 H -4.6060 -11.3876 8.4537  C31 1.090
43 H -3.9816 -10.9169 6.8438  C31 1.090
44 H -2.8457 -11.3190 8.1687  C31 1.090
45 H -3.3002 -13.7199 5.1077  C33 1.090
46 H -2.8626 -12.2036 5.6754  C33 1.090
47 H -1.1777 -12.8024 7.0903  C34 1.090
48 H -0.9071 -14.0076 5.9418  C34 1.090
49 H -1.0707 -15.1328 8.3253  C35 1.090
50 H -2.2723 -15.5893 7.0518  C35 1.090
51 H -4.0836 -15.8590 10.1642  C39 1.090
52 H -3.4480 -16.5998 8.7088  C39 1.090
53 H -2.4280 -16.2880 10.0167  C39 1.090
54 H -2.0091 -12.6188 9.6093  C40 1.090
55 H -3.1862 -13.3034 10.5502  C40 1.090
56 H -1.6231 -14.0877 10.5885  C40 1.090
57 H -5.7595 -13.9079 5.7448  C41 1.090
58 H -5.5088 -12.2207 5.5179  C41 1.090
59 H -6.3474 -12.9441 6.9500  C41 1.090
60 H -5.7967 -14.5375 8.7085  O38 0.960
61 C 1.8549 -22.1405 6.3612  C62 1.613, H72 1.090, H73 1.090, H74 1.090
62 C 2.2921 -20.8071 5.5655  C61 1.613, C63 1.552, N67 1.470, C71 1.573
63 C 1.5773 -20.9034 4.1915  C62 1.552, C64 1.485, H75 1.090, H76 1.090
64 C 0.2129 -20.3178 4.2243  C63 1.485, C65 1.526, H77 1.090, H78 1.090
65 C 0.0292 -18.9539 4.8832  C64 1.526, C66 1.610, H79 1.090, H80 1.090
66 C 0.8160 -18.8152 6.2808  C65 1.610, N67 1.458, C69 1.574, C70 1.536
67 N 2.0999 -19.5030 6.2151  C62 1.470, C66 1.458, O68 1.397
68 O 2.8417 -19.4320 7.3963  N67 1.397, H90 0.960
69 C 1.2142 -17.3006 6.4364  C66 1.574, H81 1.090, H82 1.090, H83 1.090
70 C -0.1146 -19.2959 7.4036  C66 1.536, H84 1.090, H85 1.090, H86 1.090
71 C 3.8082 -21.1481 5.3226  C62 1.573, H87 1.090, H88 1.090, H89 1.090
72 H 2.4721 -22.4103 7.2181  C61 1.090
73 H 1.9294 -23.0427 5.7541  C61 1.090
74 H 0.8214 -22.1376 6.7077  C61 1.090
75 H 2.1408 -20.4178 3.3948  C63 1.090
76 H 1.5199 -21.9272 3.8216  C63 1.090
77 H -0.3638 -21.0796 4.7488  C64 1.090
78 H -0.2171 -20.2573 3.2245  C64 1.090
79 H -1.0497 -18.8546 5.0023  C65 1.090
80 H 0.2312 -18.1290 4.2000  C65 1.090
81 H 0.3025 -16.7124 6.5411  C69 1.090
82 H 1.9048 -16.9684 7.2115  C69 1.090
83 H 1.7652 -16.9902 5.5487  C69 1.090
84 H 0.2641 -19.2815 8.4256  C70 1.090
85 H -0.9818 -18.6463 7.5220  C70 1.090
86 H -0.5166 -20.2941 7.2304  C70 1.090
87 H 4.3622 -21.2247 6.2582  C71 1.090
88 H 4.2425 -20.3645 4.7018  C71 1.090
89 H 3.8112 -22.0306 4.6828  C71 1.090
90 H 3.6443 -18.9804 7.1252  O68 0.960
91 O -4.7861 -15.2081 13.4249  H92 0.957, H93 0.957
92 H -4.5502 -15.8862 14.0580  O91 0.957
93 H -4.2025 -15.3603 12.6816  O91 0.957
94 C -2.1169 -9.0761 9.7325  C95 1.542, H98 1.090, H99 1.090, H100 1.090
95 C -2.3607 -7.6599 9.1729  C94 1.542, C96 1.513, O97 1.419, H101 1.090
96 C -2.1852 -7.4812 7.6804  C95 1.513, H102 1.090, H103 1.090, H104 1.090
97 O -3.5903 -7.0755 9.5722  C95 1.419, H105 0.960
98 H -2.0063 -8.8763 10.7983  C94 1.090
99 H -1.2796 -9.6861 9.3936  C94 1.090
100 H -3.0020 -9.6944 9.5830  C94 1.090
101 H -1.6444 -7.0152 9.6821  C95 1.090
102 H -2.7753 -6.6633 7.2671  C96 1.090
103 H -2.4885 -8.3534 7.1013  C96 1.090
104 H -1.1127 -7.4404 7.4899  C96 1.090
105 H -3.5462 -6.9473 10.5226  O97 0.960
106 C 0.1223 -11.8713 3.2519  C107 1.564, H110 1.090, H111 1.090, H112 1.090
107 C -1.0106 -11.8579 2.1733  C106 1.564, C108 1.544, O109 1.406, H113 1.090
108 C -2.4557 -11.9669 2.7050  C107 1.544, H114 1.090, H115 1.090, H116 1.090
109 O -0.9136 -10.5219 1.7474  C107 1.406, H117 0.960
110 H 1.1031 -11.4942 2.9622  C106 1.090
111 H 0.0632 -12.8620 3.7026  C106 1.090
112 H -0.2223 -11.2434 4.0735  C106 1.090
113 H -0.8668 -12.5386 1.3341  C107 1.090
114 H -2.5505 -13.0104 3.0053  C108 1.090
115 H -3.0752 -11.6506 1.8657  C108 1.090
116 H -2.6183 -11.2655 3.5233  C108 1.090
117 H -1.1852 -9.9254 2.4488  O109 0.960
118 C -8.7267 -14.8524 7.6304  C119 1.537, H122 1.090, H123 1.090, H124 1.090
119 C -9.1208 -15.9035 8.6804  C118 1.537, C120 1.497, O121 1.438, H125 1.090
120 C -7.9777 -16.6621 9.2800  C119 1.497, H126 1.090, H127 1.090, H128 1.090
121 O -9.8569 -15.2689 9.7399  C119 1.438, H129 0.960
122 H -8.0785 -15.1942 6.8235  C118 1.090
123 H -8.1688 -13.9817 7.9751  C118 1.090
124 H -9.6855 -14.4721 7.2779  C118 1.090
125 H -9.9409 -16.4350 8.1976  C119 1.090
126 H -8.2665 -17.1751 10.1974  C120 1.090
127 H -7.0666 -16.0726 9.3824  C120 1.090
128 H -7.5726 -17.4779 8.6812  C120 1.090
129 H -10.1826 -15.9706 10.3083  O121 0.960
130 C -6.5781 -19.2864 13.5671  C131 1.601, H134 1.090, H135 1.090, H136 1.090
131 C -6.8414 -19.6082 12.0212  C130 1.601, C132 1.510, O133 1.435, H137 1.090
132 C -5.9060 -18.8874 11.0807  C131 1.510, H138 1.090, H139 1.090, H140 1.090
133 O -6.5000 -21.0007 11.9526  C131 1.435, H141 0.960
134 H -7.3823 -19.6354 14.2149  C130 1.090
135 H -6.6506 -18.2045 13.6786  C130 1.090
136 H -5.7201 -19.7203 14.0805  C130 1.090
137 H -7.8561 -19.3507 11.7175  C131 1.090
138 H -6.0878 -17.8163 11.1697  C132 1.090
139 H -6.2800 -19.0599 10.0715  C132 1.090
140 H -4.8893 -19.2198 11.2900  C132 1.090
141 H -6.8481 -21.2685 11.0989  O133 0.960
142 C 2.3811 -13.2889 7.0046  C143 1.557, H146 1.090, H147 1.090, H148 1.090
143 C 3.2090 -12.1777 7.7142  C142 1.557, C144 1.516, O145 1.406, H149 1.090
144 C 2.1325 -11.2791 8.2917  C143 1.516, H150 1.090, H151 1.090, H152 1.090
145 O 3.9763 -12.6291 8.8026  C143 1.406, H153 0.960
146 H 3.1174 -13.8984 6.4806  C142 1.090
147 H 1.6935 -12.9214 6.2428  C142 1.090
148 H 1.8085 -13.8822 7.7174  C142 1.090
149 H 3.9018 -11.6776 7.0375  C143 1.090
150 H 1.5513 -11.8606 9.0073  C144 1.090
151 H 1.4492 -10.8462 7.5611  C144 1.090
152 H 2.5005 -10.3812 8.7882  C144 1.090
153 H 4.1027 -13.5806 8.7890  O145 0.960

Mulliken atomic charge list, values in e, 99 entries:
1 C -2.074
2 C 2.041
3 C -1.342
4 C -0.722
5 C -1.565
6 C 2.264
7 N 0.045
8 O -0.288
9 C -1.883
10 C -2.270
11 C -1.887
12 H 0.406
13 H 0.392
14 H 0.420
15 H 0.492
16 H 0.329
17 H 0.402
18 H 0.370
19 H 0.449
20 H 0.468
21 H 0.432
22 H 0.497
23 H 0.229
24 H 0.539
25 H 0.411
26 H 0.434
27 H 0.455
28 H 0.371
29 H 0.299
30 H 0.275
31 C -1.776
32 C 3.126
33 C -2.074
34 C 0.512
35 C -2.438
36 C 2.966
37 N 0.571
38 O -0.359
39 C -2.574
40 C -2.026
41 C -2.695
42 H 0.611
43 H 0.366
44 H -0.153
45 H 0.376
46 H 0.043
47 H -0.034
48 H 0.349
49 H 0.169
50 H 0.607
51 H 0.338
52 H 0.558
53 H 0.394
54 H 0.165
55 H 0.509
56 H 0.402
57 H 0.544
58 H 0.538
59 H 0.249
60 H 0.083
61 C -1.684
62 C 1.248
63 C -1.062
64 C -0.837
65 C -1.491
66 C 4.110
67 N -0.022
68 O -0.515
69 C -2.939
70 C -2.105
71 C -2.011
72 H 0.381
73 H 0.447
74 H 0.317
75 H 0.452
76 H 0.418
77 H 0.247
78 H 0.404
79 H 0.258
80 H 0.547
81 H 0.256
82 H 0.285
83 H 0.545
84 H 0.417
85 H 0.214
86 H 0.273
87 H 0.446
88 H 0.476
89 H 0.397
90 H 0.350
91 O -0.628
92 H 0.334
93 H 0.310
94 C -0.957
95 C 0.512
96 C -1.274
97 O -0.576
98 H 0.463
99 H 0.089